Entry from the OMol25 dataset: a 2-piece molecular cluster, C11H11F3N4O7S overall (the ωB97M-V functional and the def2-TZVPD basis).

Geometry as XYZ:
```
37
Properties=species:S:1:pos:R:3:forces:R:3:lowdin_charge:R:1
O 2.518235 -1.345146 2.375275 -0.3 0.8 -0.6 -0.26
S 2.149371 -0.061313 1.830713 0.0 0.3 1.0 0.79
O 2.504188 1.182143 2.481746 -0.2 -0.9 -0.8 -0.27
C 2.887440 0.001829 0.081531 0.2 0.1 -0.6 -0.60
F 4.227715 -0.004412 0.177231 -1.2 0.0 0.1 0.15
F 2.487354 -1.069190 -0.637927 0.2 0.8 0.7 0.13
F 2.494534 1.126087 -0.555396 0.2 -0.9 0.6 0.13
C 0.367334 -0.022357 1.583489 -0.3 1.9 0.3 -0.24
C -0.325576 1.202828 1.681522 1.2 -0.8 -0.6 0.06
C -1.679154 1.175933 1.331792 -0.9 1.1 0.0 -0.10
N -2.540089 2.243032 1.101838 0.2 -0.6 -0.3 -0.14
O -2.421514 3.454667 1.166078 -0.2 -1.5 0.0 0.10
O -3.739558 1.653001 0.595269 1.1 0.5 0.7 0.06
N -3.652193 0.285054 0.564309 2.2 -0.1 0.9 0.15
C -2.393537 0.009019 1.018084 -2.1 -0.6 -1.3 -0.13
C -1.687259 -1.248266 1.066500 1.8 0.6 0.6 -0.04
N -2.318380 -2.526127 0.834431 -1.1 -3.0 -0.4 -0.31
O -3.547393 -2.603479 0.632974 2.4 1.0 0.4 0.09
O -1.579874 -3.539181 0.857282 -1.1 2.1 0.0 0.06
C -0.307901 -1.229976 1.355223 -2.0 -0.7 -0.6 0.06
H 0.166378 2.148637 1.909460 0.0 -0.3 -0.1 0.14
H 0.245685 -2.166376 1.422668 -0.3 0.2 -0.2 0.14
C -1.134817 3.016729 6.579280 0.1 -0.3 -0.1 -0.19
C -0.769129 2.853337 5.103925 -0.5 0.0 -0.1 -0.21
N -0.238247 1.538984 4.878265 1.3 0.0 -0.1 -0.07
C -0.779562 0.357255 5.485695 -0.5 -0.1 -0.1 -0.21
C -1.137952 0.644392 6.944523 0.1 0.2 -0.2 -0.19
O -1.842167 1.877573 7.060012 0.2 0.0 0.0 -0.14
H -0.194320 3.175345 7.142548 -0.4 -0.1 0.1 0.13
H -1.835154 3.851287 6.725588 0.5 -0.1 0.0 0.13
H -1.651105 3.055640 4.467567 0.0 0.1 0.2 0.11
H 0.021312 3.568929 4.846977 -0.3 0.1 0.0 0.12
H 0.191125 1.401352 3.974489 0.0 0.0 0.4 0.06
H -1.676184 -0.010363 4.952780 0.0 -0.1 0.1 0.11
H -0.000791 -0.414212 5.441990 -0.3 0.0 0.1 0.12
H -1.840960 -0.105251 7.336047 0.5 0.1 -0.1 0.13
H -0.196276 0.658316 7.528038 -0.4 0.1 0.0 0.13
```
Forces are in eV/Å.

Results
multiplicity	1
frontier orbital gap	0.21428	hartree
energy	-50856.14996	eV
LUMO energy	-0.1064	Ha